1.
{
  "formula": "C32H44AlBrO25P",
  "method": "wB97M-V/def2-TZVPD",
  "elements": ["C", "C", "C", "C", "C", "C", "Al", "P", "O", "Br", "C", "C", "H", "H", "H", "H", "H", "H", "H", "H", "H", "H", "H", "H", "C", "C", "O", "C", "O", "O", "H", "H", "H", "H", "C", "C", "O", "C", "O", "O", "H", "H", "H", "H", "C", "C", "O", "C", "O", "O", "H", "H", "H", "H", "C", "C", "O", "C", "O", "O", "H", "H", "H", "H", "C", "C", "O", "C", "O", "O", "H", "H", "H", "H", "C", "C", "O", "C", "O", "O", "H", "H", "H", "H", "C", "C", "O", "C", "O", "O", "H", "H", "H", "H", "C", "C", "O", "C", "O", "O", "H", "H", "H", "H"],
  "positions_angstrom": [[-1.805, 3.002, 6.130], [-2.258, 1.554, 5.449], [-1.391, 0.162, 5.532], [-1.935, -1.223, 4.772], [-3.354, -1.193, 3.892], [-3.859, -2.576, 3.105], [-5.417, -2.183, 1.766], [-7.466, -1.986, 2.898], [-7.887, -0.322, 3.192], [-7.098, -3.074, 4.905], [-4.216, 0.215, 3.838], [-3.675, 1.574, 4.602], [-1.126, 2.762, 7.054], [-2.830, 3.530, 6.432], [-1.309, 3.715, 5.334], [-0.373, 0.190, 6.151], [-1.300, -2.223, 4.867], [-2.968, -2.964, 2.434], [-4.174, -3.431, 3.867], [-5.512, -3.332, 0.675], [-5.057, -0.765, 1.100], [-7.943, -0.247, 4.202], [-5.255, 0.331, 3.262], [-4.279, 2.593, 4.539], [-2.881, 1.886, -0.888], [-4.030, 2.236, -1.776], [-4.488, 0.975, -2.227], [-4.089, 0.054, -1.303], [-4.456, -1.109, -1.286], [-3.226, 0.603, -0.399], [-2.760, 2.595, -0.064], [-1.935, 1.812, -1.436], [-4.841, 2.733, -1.234], [-3.728, 2.863, -2.619], [2.677, 0.688, 2.698], [1.636, 1.175, 3.652], [0.666, 1.762, 2.804], [0.809, 1.181, 1.577], [0.028, 1.326, 0.651], [1.939, 0.417, 1.521], [3.181, -0.214, 3.056], [3.430, 1.452, 2.475], [1.168, 0.359, 4.213], [2.030, 1.912, 4.358], [5.672, 0.741, -1.678], [4.791, -0.117, -0.830], [4.487, 0.718, 0.271], [4.643, 2.006, -0.152], [4.301, 2.987, 0.487], [5.229, 2.053, -1.384], [5.561, 0.525, -2.745], [6.729, 0.655, -1.405], [3.859, -0.389, -1.336], [5.294, -1.029, -0.498], [-7.757, 4.474, -0.030], [-7.327, 5.569, 0.891], [-5.958, 5.288, 1.114], [-5.526, 4.550, 0.049], [-4.358, 4.278, -0.171], [-6.572, 4.158, -0.736], [-8.544, 4.794, -0.718], [-8.095, 3.583, 0.509], [-7.415, 6.560, 0.433], [-7.882, 5.563, 1.833], [-5.639, 2.695, -5.677], [-4.456, 1.791, -5.799], [-3.943, 2.097, -7.082], [-4.364, 3.360, -7.386], [-3.967, 4.006, -8.341], [-5.285, 3.804, -6.482], [-5.820, 3.007, -4.645], [-6.553, 2.245, -6.078], [-3.687, 2.005, -5.050], [-4.731, 0.734, -5.734], [9.576, -2.575, -0.319], [8.535, -2.088, 0.635], [7.565, -1.502, -0.213], [7.708, -2.083, -1.440], [6.927, -1.938, -2.366], [8.838, -2.847, -1.496], [10.080, -3.478, 0.039], [10.329, -1.812, -0.542], [8.067, -2.905, 1.196], [8.929, -1.352, 1.341], [0.642, -1.416, -4.192], [1.072, -0.321, -3.271], [2.441, -0.601, -3.049], [2.873, -1.339, -4.113], [4.041, -1.612, -4.334], [1.827, -1.731, -4.898], [-0.145, -1.096, -4.880], [0.304, -2.307, -3.654], [0.984, 0.670, -3.729], [0.517, -0.327, -2.329], [8.371, -6.960, -1.131], [7.490, -7.819, -0.282], [7.186, -6.984, 0.819], [7.342, -5.696, 0.396], [7.000, -4.715, 1.035], [7.928, -5.649, -0.836], [8.260, -7.176, -2.197], [9.428, -7.047, -0.858], [6.558, -8.091, -0.788], [7.993, -8.731, 0.050]],
  "mulliken_charge": [-0.99, 0.65, -0.48, -0.57, 0.55, -0.54, -0.12, 0.16, -0.48, -0.38, -0.23, -0.68, 0.29, 0.32, 0.22, 0.28, 0.20, 0.17, 0.24, -0.29, -0.02, 0.28, 0.15, 0.14, -0.35, 0.73, -0.41, 0.36, -0.62, 0.22, 0.37, 0.13, -0.55, 0.42, -0.23, -0.26, -0.26, 0.63, -0.58, -0.24, 0.32, 0.18, 0.15, 0.31, -0.07, 0.39, -0.27, 0.57, -0.60, -0.38, 0.27, 0.15, -0.10, 0.13, -0.31, -0.37, -0.31, 0.56, -0.57, -0.32, 0.27, 0.30, 0.27, 0.31, -0.19, -0.06, -0.33, 0.60, -0.56, -0.32, 0.17, 0.27, 0.12, 0.32, -0.40, -0.23, -0.23, 0.64, -0.54, -0.36, 0.28, 0.32, 0.22, 0.30, -0.38, -0.27, -0.18, 0.53, -0.52, -0.35, 0.30, 0.28, 0.21, 0.32, -0.36, -0.36, -0.33, 0.61, -0.55, -0.21, 0.29, 0.27, 0.27, 0.30],
  "total_energy_ev": -171006.3544,
  "max_force_ev_per_a": 4.4,
  "total_charge": -1
}



2.
{
  "formula": "C32H44B2I2N4O11S3",
  "method": "wB97M-V/def2-TZVPD",
  "elements": ["C", "C", "I", "C", "I", "C", "C", "B", "N", "O", "C", "C", "N", "C", "C", "O", "N", "O", "C", "B", "O", "O", "N", "C", "C", "C", "C", "C", "C", "C", "C", "C", "C", "H", "H", "H", "H", "H", "H", "H", "H", "H", "H", "H", "H", "H", "H", "H", "H", "H", "H", "H", "H", "C", "C", "C", "S", "O", "O", "C", "H", "H", "H", "H", "H", "H", "H", "H", "C", "C", "C", "S", "O", "O", "C", "H", "H", "H", "H", "H", "H", "H", "H", "C", "C", "C", "S", "O", "O", "C", "H", "H", "H", "H", "H", "H", "H", "H"],
  "positions_angstrom": [[-2.370, 0.406, 5.744], [-2.395, 1.748, 5.056], [-2.153, 3.374, 6.340], [-2.586, 1.867, 3.741], [-2.683, 3.711, 2.760], [-2.730, 0.653, 2.901], [-4.039, 0.265, 2.472], [-5.349, 1.072, 2.839], [-6.236, 0.655, 3.951], [-5.709, 2.155, 2.116], [-4.195, -0.887, 1.746], [-3.088, -1.685, 1.391], [-3.284, -2.799, 0.633], [-2.221, -3.481, 0.310], [-2.420, -4.715, -0.558], [-3.791, -5.007, -0.795], [-4.312, -5.758, 0.329], [-4.694, -6.794, -0.016], [-0.901, -3.107, 0.741], [0.436, -3.871, 0.358], [0.574, -5.232, 0.321], [1.539, -3.095, 0.054], [-0.715, -2.037, 1.484], [-1.803, -1.294, 1.816], [-1.625, -0.102, 2.575], [-0.227, 0.301, 2.949], [0.499, 1.013, 1.816], [-0.169, 1.535, 0.718], [0.507, 2.201, -0.290], [1.877, 2.356, -0.230], [2.550, 1.815, 0.856], [1.889, 1.158, 1.882], [2.676, 0.620, 3.049], [-3.218, -0.209, 5.443], [-1.460, -0.147, 5.494], [-2.362, 0.537, 6.822], [-5.770, 0.837, 4.838], [-6.371, -0.352, 3.934], [-6.621, 2.395, 2.324], [-5.178, -1.203, 1.412], [-1.961, -4.592, -1.537], [-1.977, -5.580, -0.061], [0.013, -5.704, 0.945], [2.147, -3.220, 0.794], [0.339, -0.598, 3.178], [-0.245, 0.972, 3.809], [-1.242, 1.423, 0.626], [-0.042, 2.605, -1.129], [2.435, 2.874, -0.994], [3.630, 1.905, 0.897], [2.445, -0.425, 3.254], [2.483, 1.213, 3.946], [3.742, 0.690, 2.835], [4.548, 7.101, 2.127], [5.136, 5.835, 2.766], [4.506, 4.629, 2.058], [4.095, 5.185, 0.394], [2.664, 5.171, 0.245], [4.949, 4.529, -0.563], [4.623, 6.882, 0.619], [5.092, 7.996, 2.425], [3.507, 7.222, 2.433], [6.218, 5.825, 2.622], [4.948, 5.799, 3.838], [5.187, 3.786, 1.981], [3.577, 4.314, 2.530], [3.968, 7.533, 0.045], [5.646, 6.958, 0.253], [-3.123, 1.432, -4.580], [-2.291, 0.146, -4.469], [-0.870, 0.477, -4.942], [-0.622, 2.226, -4.596], [-0.467, 2.931, -5.843], [0.340, 2.378, -3.536], [-2.270, 2.535, -3.963], [-4.081, 1.340, -4.071], [-3.319, 1.658, -5.630], [-2.266, -0.182, -3.428], [-2.718, -0.664, -5.057], [-0.107, -0.089, -4.413], [-0.753, 0.339, -6.015], [-2.572, 3.541, -4.242], [-2.225, 2.444, -2.877], [2.856, -5.635, -2.983], [3.430, -5.998, -4.360], [2.281, -5.907, -5.373], [1.134, -4.683, -4.716], [-0.109, -5.338, -4.389], [1.147, -3.507, -5.547], [2.027, -4.375, -3.199], [3.638, -5.471, -2.244], [2.216, -6.443, -2.623], [4.216, -5.289, -4.627], [3.873, -6.993, -4.363], [2.607, -5.577, -6.355], [1.738, -6.846, -5.459], [1.326, -4.170, -2.398], [2.662, -3.504, -3.360]],
  "mulliken_charge": [-1.04, 0.07, 0.09, -1.76, 0.19, 0.41, 0.92, 0.77, -0.73, -0.56, -0.25, -0.22, -0.62, 0.38, -0.34, -0.26, 0.22, -0.32, -0.02, 0.65, -0.60, -0.45, -0.15, -0.30, 0.22, -0.84, 1.66, -0.64, -1.20, -1.28, -0.89, 0.80, -1.79, 0.21, 0.18, 0.51, 0.27, 0.30, 0.30, 0.57, 0.24, 0.42, 0.34, 0.25, 0.41, 0.71, 0.41, 0.46, 0.67, 0.57, 0.33, 0.34, 0.46, -0.56, -0.75, -0.49, 1.23, -0.60, -0.72, -0.82, 0.36, 0.29, 0.30, 0.35, 0.40, 0.27, 0.40, 0.35, -0.64, -0.57, -0.59, 1.07, -0.69, -0.52, -0.59, 0.35, 0.31, 0.21, 0.33, 0.35, 0.34, 0.46, 0.20, -0.61, -0.67, -0.68, 1.18, -0.66, -0.69, 0.10, 0.36, 0.30, 0.31, 0.33, 0.36, 0.37, -0.45, 0.37],
  "total_energy_ev": -112441.2478,
  "max_force_ev_per_a": 0.8,
  "total_charge": 0
}



Which formula does entry 2 have? C32H44B2I2N4O11S3